DFT (the ωB97M-V functional and the def2-TZVPD basis) results for a 11-piece molecular cluster, C30H90N6O11P2S9 overall.

Last columns: bonded neighbours and bond lengths (Å).
Atoms and positions in Å:
1 S -0.79609 4.04665 -4.96805  O21 1.554, C37 1.791, C56 1.916
2 S -2.92397 7.98190 2.15105  O14 1.533, C52 1.907, C58 1.886
3 S -5.43293 -0.70592 -2.98275  O15 1.548, C43 1.805, C48 1.847
4 S 3.31106 -2.58781 3.71537  O17 1.466, C47 1.858, C50 1.904
5 S 6.19967 -0.33735 -1.97300  O20 1.511, C34 1.872, C38 1.839
6 S 2.42377 -5.07720 -1.63063  O22 1.482, C49 1.913, C53 1.893
7 S 4.33269 5.77527 -0.71479  O19 1.499, C36 1.799, C42 1.846
8 S -4.96701 3.91557 3.90682  O13 1.549, C29 1.876, C44 1.788
9 S 2.78969 6.23612 3.94174  O16 1.543, C31 1.864, C35 1.849
10 P -3.12733 -5.91110 1.68176  O12 1.511, N23 1.721, N25 1.798, N27 1.653
11 P 0.39949 1.20561 -0.91042  O18 1.479, N24 1.755, N26 1.748, N28 1.768
12 O -2.61479 -5.38716 3.00324  P10 1.511
13 O -5.36526 2.47060 4.29619  S8 1.549
14 O -3.56070 7.35429 3.39692  S2 1.533
15 O -6.50749 -0.33637 -4.03443  S3 1.548
16 O 2.28889 7.62464 3.49268  S9 1.543
17 O 2.17688 -2.63383 2.78772  S4 1.466
18 O 0.12437 1.72631 -2.26734  P11 1.479
19 O 4.61628 4.62367 0.20146  S7 1.499
20 O 6.24408 -1.25227 -0.77128  S5 1.511
21 O -1.15423 4.80480 -6.27668  S1 1.554
22 O 1.81520 -4.35918 -2.77600  S6 1.482
23 N -1.99906 -6.93038 0.87638  P10 1.721, C39 1.455, C57 1.509
24 N -0.53007 1.97694 0.36283  P11 1.755, C45 1.451, C54 1.414
25 N -3.69468 -4.74365 0.43747  P10 1.798, C40 1.488, C55 1.487
26 N -0.12748 -0.45437 -1.06301  P11 1.748, C41 1.444, C46 1.467
27 N -4.45696 -6.84232 1.99357  P10 1.653, C33 1.514, C51 1.475
28 N 2.07222 1.07917 -0.35258  P11 1.768, C30 1.441, C32 1.484
29 C -3.29236 3.91119 3.06135  S8 1.876, H80 1.090, H103 1.090, H107 1.090
30 C 3.15620 0.93302 -1.29103  N28 1.441, H90 1.090, H145 1.090, H148 1.090
31 C 4.52691 6.05800 3.28914  S9 1.864, H122 1.090, H124 1.090, H144 1.090
32 C 2.45132 0.63715 1.01268  N28 1.484, H71 1.090, H73 1.090, H113 1.090
33 C -5.52710 -6.18644 2.83961  N27 1.514, H64 1.090, H96 1.090, H137 1.090
34 C 7.50218 -0.87913 -3.20293  S5 1.872, H82 1.090, H108 1.090, H143 1.090
35 C 2.16162 5.01656 2.70126  S9 1.849, H92 1.090, H102 1.090, H138 1.090
36 C 5.68911 5.66868 -1.89124  S7 1.799, H68 1.090, H127 1.090, H128 1.090
37 C -0.73584 2.41129 -5.69601  S1 1.791, H97 1.090, H109 1.090, H114 1.090
38 C 7.01608 1.25768 -1.56078  S5 1.839, H60 1.090, H129 1.090, H132 1.090
39 C -1.20877 -7.91600 1.59851  N23 1.455, H62 1.090, H75 1.090, H94 1.090
40 C -4.66105 -4.99688 -0.66512  N25 1.488, H120 1.090, H131 1.090, H140 1.090
41 C -1.39391 -0.72319 -1.70320  N26 1.444, H61 1.090, H95 1.090, H119 1.090
42 C 2.97602 5.08253 -1.75672  S7 1.846, H111 1.090, H125 1.090, H142 1.090
43 C -6.41569 -1.22202 -1.55915  S3 1.805, H86 1.090, H105 1.090, H146 1.090
44 C -6.12857 4.50709 2.68358  S8 1.788, H74 1.090, H100 1.090, H104 1.090
45 C -0.03483 3.16710 1.02809  N24 1.451, H67 1.090, H72 1.090, H126 1.090
46 C 0.51870 -1.61824 -0.44687  N26 1.467, H123 1.090, H130 1.090, H136 1.090
47 C 4.81925 -1.94400 2.84175  S4 1.858, H69 1.090, H91 1.090, H93 1.090
48 C -5.08439 -2.46987 -3.40522  S3 1.847, H98 1.090, H99 1.090, H134 1.090
49 C 4.06039 -4.09586 -1.49457  S6 1.913, H83 1.090, H88 1.090, H112 1.090
50 C 3.92693 -4.38732 3.80417  S4 1.904, H79 1.090, H81 1.090, H101 1.090
51 C -4.89296 -8.13667 1.43546  N27 1.475, H59 1.090, H115 1.090, H121 1.090
52 C -3.54236 7.01821 0.62563  S2 1.907, H65 1.090, H76 1.090, H78 1.090
53 C 1.49528 -4.65104 -0.03641  S6 1.893, H89 1.090, H135 1.090, H139 1.090
54 C -1.32909 1.16763 1.20329  N24 1.414, H77 1.090, H84 1.090, H110 1.090
55 C -2.73849 -3.67564 0.04101  N25 1.487, H106 1.090, H141 1.090, H147 1.090
56 C 1.06856 4.44923 -4.78594  S1 1.916, H66 1.090, H116 1.090, H117 1.090
57 C -2.16789 -7.25965 -0.58672  N23 1.509, H63 1.090, H87 1.090, H133 1.090
58 C -1.18232 7.26821 2.02763  S2 1.886, H70 1.090, H85 1.090, H118 1.090
59 H -5.79422 -8.50873 1.92268  C51 1.090
60 H 7.81271 0.84979 -0.93860  C38 1.090
61 H -1.99914 0.18315 -1.68425  C41 1.090
62 H -0.80144 -7.42496 2.48229  C39 1.090
63 H -3.09141 -7.82626 -0.70574  C57 1.090
64 H -5.54582 -5.09728 2.80118  C33 1.090
65 H -4.61773 6.87926 0.73680  C52 1.090
66 H 1.52196 4.06394 -5.69923  C56 1.090
67 H 0.57429 2.79628 1.85245  C45 1.090
68 H 5.61858 6.67310 -2.30869  C36 1.090
69 H 4.78870 -0.86143 2.71845  C47 1.090
70 H -1.16027 6.18778 1.88520  C58 1.090
71 H 2.64181 -0.41623 0.80729  C32 1.090
72 H 0.43527 3.78864 0.26598  C45 1.090
73 H 1.61751 0.67502 1.71370  C32 1.090
74 H -6.83646 5.17114 3.17958  C44 1.090
75 H -0.39116 -8.39231 1.05746  C39 1.090
76 H -3.31554 7.70871 -0.18669  C52 1.090
77 H -2.11619 0.63069 0.67387  C54 1.090
78 H -3.16766 5.99510 0.59488  C52 1.090
79 H 3.90266 -4.74226 2.77386  C50 1.090
80 H -2.95678 4.91643 2.80644  C29 1.090
81 H 4.88553 -4.28543 4.31289  C50 1.090
82 H 8.52495 -0.70534 -2.86850  C34 1.090
83 H 4.60105 -4.47027 -0.62531  C49 1.090
84 H -1.93721 1.66490 1.95895  C54 1.090
85 H -0.80018 7.47862 1.02874  C58 1.090
86 H -5.98255 -0.68411 -0.71585  C43 1.090
87 H -1.33665 -7.73566 -1.10687  C57 1.090
88 H 4.72904 -4.58253 -2.20463  C49 1.090
89 H 1.63316 -3.63137 0.32325  C53 1.090
90 H 4.16840 1.25696 -1.04894  C30 1.090
91 H 5.73686 -2.21000 3.36647  C47 1.090
92 H 1.09947 4.77185 2.69401  C35 1.090
93 H 4.80916 -2.42186 1.86213  C47 1.090
94 H -1.81806 -8.77208 1.88832  C39 1.090
95 H -1.14694 -1.11875 -2.68842  C41 1.090
96 H -5.39407 -6.45982 3.88636  C33 1.090
97 H -1.64533 1.81096 -5.67293  C37 1.090
98 H -5.97434 -3.07432 -3.22990  C48 1.090
99 H -4.69629 -2.73345 -4.38908  C48 1.090
100 H -5.59496 5.06842 1.91659  C44 1.090
101 H 3.18188 -4.97128 4.34454  C50 1.090
102 H 2.43833 5.39580 1.71754  C35 1.090
103 H -3.41796 3.26810 2.19029  C29 1.090
104 H -6.72621 3.67508 2.31118  C44 1.090
105 H -7.39482 -0.76396 -1.69921  C43 1.090
106 H -3.06924 -3.16184 -0.86162  C55 1.090
107 H -2.47749 3.51096 3.66460  C29 1.090
108 H 7.38589 -1.94207 -3.41444  C34 1.090
109 H 0.04119 1.89658 -5.13086  C37 1.090
110 H -0.69050 0.46624 1.74027  C54 1.090
111 H 1.98376 5.17008 -1.31416  C42 1.090
112 H 3.85458 -3.03511 -1.63793  C49 1.090
113 H 3.34265 1.15873 1.36137  C32 1.090
114 H -0.51437 2.60223 -6.74605  C37 1.090
115 H -4.11826 -8.89912 1.51683  C51 1.090
116 H 1.28537 5.51586 -4.84406  C56 1.090
117 H 1.59086 3.92353 -3.98661  C56 1.090
118 H -0.52950 7.56402 2.84885  C58 1.090
119 H -1.98819 -1.59987 -1.44559  C41 1.090
120 H -4.15344 -4.71153 -1.58653  C40 1.090
121 H -5.41025 -7.97296 0.49009  C51 1.090
122 H 5.35095 6.54859 3.80718  C31 1.090
123 H 0.44478 -1.62639 0.64058  C46 1.090
124 H 4.78562 5.03010 3.03502  C31 1.090
125 H 3.16894 4.02809 -1.95426  C42 1.090
126 H -0.77622 3.80691 1.50672  C45 1.090
127 H 5.68189 4.78356 -2.52732  C36 1.090
128 H 6.64279 5.55587 -1.37562  C36 1.090
129 H 6.39016 1.90143 -0.94279  C38 1.090
130 H 1.54070 -1.68483 -0.81992  C46 1.090
131 H -5.65051 -4.54802 -0.57790  C40 1.090
132 H 7.35045 1.93325 -2.34810  C38 1.090
133 H -2.28747 -6.33555 -1.15227  C57 1.090
134 H -4.28447 -2.74522 -2.71789  C48 1.090
135 H 1.85619 -5.43745 0.62647  C53 1.090
136 H 0.13186 -2.52153 -0.91859  C46 1.090
137 H -6.46842 -6.65590 2.55392  C33 1.090
138 H 2.42444 3.99036 2.95803  C35 1.090
139 H 0.46359 -4.85875 -0.32025  C53 1.090
140 H -4.76551 -6.06705 -0.84376  C40 1.090
141 H -1.72906 -3.93704 -0.27654  C55 1.090
142 H 3.07260 5.44372 -2.78058  C42 1.090
143 H 7.15042 -0.47932 -4.15399  C34 1.090
144 H 4.58549 6.41297 2.26022  C31 1.090
145 H 3.03319 1.60331 -2.14171  C30 1.090
146 H -6.62023 -2.25524 -1.27858  C43 1.090
147 H -2.75229 -2.98364 0.88305  C55 1.090
148 H 3.09592 -0.06229 -1.73128  C30 1.090

Output
- lowest unoccupied orbital energy (spin up / spin down) (eV) = -3.25 / -7.75
- energy relative to the best compared isomer or geometry (same formula, charge and spin) (eV) = 1.184
- 2S+1 = 2
- expectation value of S² = 0.76
- E_tot (Ha) = -6618.8246
- net charge = +1